DFT (the ωB97M-V functional and the def2-TZVPD basis) results for the ion CH2ClO3S with charge -1 in a non-equilibrium geometry.

The total energy is -30569.1559 eV. Its HOMO-LUMO gap is 7.6 eV. The HOMO energy comes out at -4.032 eV. The strongest force on any atom comes out at 5.402 eV/A. As for the total charge: -1.

The geometry in XYZ format:
```
8
Properties=species:S:1:pos:R:3:lowdin_charge:R:1
C 0.05308 -0.55344 0.46627 -0.800
O -0.42379 -0.43876 -2.14885 -0.559
O 1.68161 -1.47182 -1.57154 -0.561
O -1.48933 0.28892 0.32184 -0.312
S 0.22883 -1.47603 -1.35414 0.607
Cl 0.17096 -1.55684 1.85774 0.515
H 0.62039 0.49581 0.60295 0.098
H -1.45967 0.18056 -0.70928 0.011
```

---

DFT (the ωB97M-V functional and the def2-TZVPD basis) results for the molecule CH2ClOP in a non-equilibrium geometry.

As for the SMILES: O=C(P)Cl. The total energy is -24926.9185 eV. Its HOMO-LUMO gap is 10.8 eV. The HOMO energy comes out at -10.445 eV. The strongest force on any atom comes out at 4.089 eV/A. As for the total charge: 0.

The geometry in XYZ format:
```
6
Properties=species:S:1:pos:R:3:lowdin_charge:R:1
O -0.72267 1.41219 -0.79279 0.015
C -0.52696 0.51316 -0.08397 -1.011
P 1.05035 -0.17483 0.62471 0.857
Cl -1.91936 -0.69471 0.36113 0.418
H 1.65964 0.25144 -0.54818 -0.086
H 0.45899 -1.30725 0.43909 -0.192
```

---

DFT (the ωB97M-V functional and the def2-TZVPD basis) results for the molecule CH2ClOPS in a non-equilibrium geometry.

As for the SMILES: O=P(=S)CCl. The total energy is -35762.2293 eV. Its HOMO-LUMO gap is 8.4 eV. The HOMO energy comes out at -9.651 eV. The strongest force on any atom comes out at 5.106 eV/A. As for the total charge: 0.

The geometry in XYZ format:
```
7
Properties=species:S:1:pos:R:3:lowdin_charge:R:1
O 0.72357 -1.27721 1.17315 -0.469
P 0.89666 -0.58168 -0.12951 0.361
S 2.59116 -0.89506 -1.19766 0.149
C -0.90891 0.59499 0.05131 -0.761
Cl -1.80469 1.03583 -1.26221 0.648
H -0.31562 1.35927 0.64210 0.054
H -1.18218 -0.23612 0.72282 0.019
```

---

DFT (the ωB97M-V functional and the def2-TZVPD basis) results for a cluster of 2 separate species, CH2ClPS in total in a non-equilibrium geometry.

The total energy is -33713.2865 eV. Its HOMO-LUMO gap is 8.1 eV. The HOMO energy comes out at -8.974 eV. The strongest force on any atom comes out at 6.153 eV/A. As for the total charge: 0.

The geometry in XYZ format:
```
6
Properties=species:S:1:pos:R:3:lowdin_charge:R:1
C -0.53708 0.14607 0.23697 -0.995
P 1.09093 0.49695 -0.54485 0.276
S 2.38900 -0.58862 0.37875 0.063
Cl -1.80850 1.27711 0.19036 0.549
H -0.57637 -0.59583 0.90274 -0.059
H -0.55798 -0.73569 -1.16396 0.166
```

---

DFT (the ωB97M-V functional and the def2-TZVPD basis) results for a structure of composition CH2CuFLiO in a non-equilibrium geometry.

The total energy is -50668.3813 eV. Its HOMO-LUMO gap (alpha / beta) is 9.1 / 8.5 eV. The HOMO energy (alpha / beta) comes out at -14.554 / -15.536 eV. The strongest force on any atom comes out at 2.107 eV/A. As for the multiplicity: 3. As for the expectation value of S²: 2.02. As for the total charge: +1.

The geometry in XYZ format:
```
7
Properties=species:S:1:pos:R:3:lowdin_charge:R:1
C 1.10583 -0.13136 0.66330 -0.076
O -1.30953 0.22165 0.03407 -0.386
Cu -0.53632 -1.49478 0.37188 0.741
Li -0.37285 0.74755 -1.54848 0.807
F 1.25044 0.66863 -0.57550 -0.240
H 2.09648 -0.60888 0.68806 0.073
H 1.13268 0.53682 1.53562 0.081
```

---

DFT (the ωB97M-V functional and the def2-TZVPD basis) results for a structure of composition CH2F2INOS in a non-equilibrium geometry.

The total energy is -28974.8638 eV. Its HOMO-LUMO gap is 9.9 eV. The HOMO energy comes out at -10.328 eV. The strongest force on any atom comes out at 3.911 eV/A. As for the total charge: 0.

The geometry in XYZ format:
```
9
Properties=species:S:1:pos:R:3:lowdin_charge:R:1
C 0.88126 -0.72732 0.12702 -1.041
N -1.33804 1.11770 0.66461 -0.243
O -0.61328 0.51255 -1.77268 -0.378
F 1.08052 -1.78035 -0.67873 0.023
F 0.74017 -1.23972 1.35376 -0.004
S -0.74084 0.16506 -0.41050 0.629
I 2.36983 0.81664 0.15778 0.940
H -0.75763 1.91805 0.98537 0.016
H -1.62199 -0.78261 -0.42662 0.057
```

---

DFT (the ωB97M-V functional and the def2-TZVPD basis) results for a cluster of 2 separate species, CH2F2N2O in total in a non-equilibrium geometry.

The total energy is -11525.5176 eV. Its HOMO-LUMO gap is 9.0 eV. The HOMO energy comes out at -10.075 eV. The strongest force on any atom comes out at 5.262 eV/A. As for the total charge: 0.

The geometry in XYZ format:
```
8
Properties=species:S:1:pos:R:3:lowdin_charge:R:1
C 1.80134 -0.08793 -0.21397 -0.150
N -2.66697 -0.77941 0.05490 0.272
N -1.95203 0.00826 0.29189 -0.185
O 1.21635 -1.02199 -0.64718 -0.018
F -1.16322 0.48314 1.39159 0.021
F -1.19030 0.88528 -0.74545 -0.093
H 1.67995 0.01803 0.84986 0.074
H 2.27488 0.49462 -0.98164 0.080
```

---

DFT (the ωB97M-V functional and the def2-TZVPD basis) results for a cluster of 2 separate species, CH2F2O2P in total in a non-equilibrium geometry.

The total energy is -19889.9885 eV. Its HOMO-LUMO gap is 9.3 eV. The HOMO energy comes out at -5.372 eV. The strongest force on any atom comes out at 4.137 eV/A. As for the total charge: -1.

The geometry in XYZ format:
```
8
Properties=species:S:1:pos:R:3:lowdin_charge:R:1
C 0.78939 -0.13223 0.02129 -0.355
O -1.57112 -0.77480 -1.31298 -0.330
O -1.47310 -0.70313 1.37479 -0.355
F 1.53069 -1.29179 -0.05368 -0.119
F -0.38484 2.30114 -0.05836 -0.702
P -0.99019 -0.41260 -0.01624 0.620
H 0.98558 0.59412 0.98937 0.135
H 1.11358 0.41928 -0.94420 0.105
```

---

DFT (the ωB97M-V functional and the def2-TZVPD basis) results for a cluster of 2 separate species, CH2F2O2PS in total in a non-equilibrium geometry.

The total energy is -30721.6064 eV. Its HOMO-LUMO gap (alpha / beta) is 5.4 / 5.4 eV. The HOMO energy (alpha / beta) comes out at -2.438 / -2.437 eV. The strongest force on any atom comes out at 2.929 eV/A. As for the total charge: -1.

The geometry in XYZ format:
```
9
Properties=species:S:1:pos:R:3:lowdin_charge:R:1
C 0.81434 -0.25834 -0.28657 -0.743
O -3.03117 -0.73593 -1.17734 -0.458
O -3.40193 0.46989 0.89633 -0.478
F -0.07194 0.97336 -0.37942 -0.380
F 1.04358 -0.53733 -1.63347 -0.190
P 2.34720 0.37357 0.40732 0.642
S -2.42860 -0.03396 -0.06779 0.860
H 2.84863 -0.97997 0.51395 -0.123
H 1.87990 0.72871 1.72700 -0.130
```

---

DFT (the ωB97M-V functional and the def2-TZVPD basis) results for the molecule CH2F2OSi in a non-equilibrium geometry.

The total energy is -16431.0734 eV. Its HOMO-LUMO gap is 10.2 eV. The HOMO energy comes out at -10.062 eV. The strongest force on any atom comes out at 3.448 eV/A. As for the total charge: 0.

The geometry in XYZ format:
```
7
Properties=species:S:1:pos:R:3:lowdin_charge:R:1
C -0.46620 0.37060 -0.56217 -0.251
O 0.73841 0.54898 0.12740 -0.318
F -0.15586 -0.42225 -1.65781 -0.028
F 0.24241 -1.13928 1.84746 -0.286
Si 1.51549 -0.44439 1.12833 0.668
H -1.16047 -0.21010 0.01864 0.116
H -0.71377 1.29645 -0.90187 0.098
```

---

DFT (the ωB97M-V functional and the def2-TZVPD basis) results for a cluster of 2 separate species, CH2F3N in total in a non-equilibrium geometry.

As for the SMILES: F/C=N\F.F. The total energy is -10708.9280 eV. Its HOMO-LUMO gap is 12.4 eV. The HOMO energy comes out at -12.154 eV. The strongest force on any atom comes out at 3.359 eV/A. As for the total charge: 0.

The geometry in XYZ format:
```
7
Properties=species:S:1:pos:R:3:lowdin_charge:R:1
F -1.54715 -1.39232 -0.45120 0.133
C -0.80789 -0.77392 0.38950 -0.250
N -0.46350 0.41968 0.40938 0.092
F -0.65174 1.28738 -0.73406 -0.076
H -0.38625 -1.50334 1.07634 0.146
F 2.29205 0.76444 -0.61513 -0.155
H 1.56448 1.19809 -0.07483 0.110
```

---

DFT (the ωB97M-V functional and the def2-TZVPD basis) results for a cluster of 2 separate species, CH2F3N2 in total in a non-equilibrium geometry.

The total energy is -12186.9123 eV. Its HOMO-LUMO gap (alpha / beta) is 8.4 / 10.6 eV. The HOMO energy (alpha / beta) comes out at -16.023 / -16.853 eV. The strongest force on any atom comes out at 6.590 eV/A. As for the total charge: +1.

The geometry in XYZ format:
```
8
Properties=species:S:1:pos:R:3:lowdin_charge:R:1
C 0.11771 -0.74394 -0.09949 -0.089
N -0.04842 -0.75083 1.10374 0.292
N -0.33307 1.29267 -1.30279 0.095
F 0.16281 -1.80373 -0.84665 0.209
F 0.82459 1.53890 -1.79640 0.095
F -0.45570 2.00939 -0.20416 0.040
H -0.34692 0.10010 1.64649 0.203
H 0.07899 -1.64256 1.49927 0.155
```

---

DFT (the ωB97M-V functional and the def2-TZVPD basis) results for a cluster of 2 separate species, CH2F3N2 in total in a non-equilibrium geometry.

The total energy is -12183.5986 eV. Its HOMO-LUMO gap (alpha / beta) is 7.8 / 7.8 eV. The HOMO energy (alpha / beta) comes out at -17.286 / -17.278 eV. The strongest force on any atom comes out at 5.339 eV/A. As for the total charge: +1.

The geometry in XYZ format:
```
8
Properties=species:S:1:pos:R:3:lowdin_charge:R:1
C 0.17266 0.02893 0.07296 0.080
N 0.28628 -0.50574 1.19272 0.309
N -0.61391 0.05564 -0.94677 -0.002
F 1.77946 1.56282 -0.74671 -0.187
F -0.60233 0.93470 -1.94472 0.213
F -1.68910 -0.76823 -1.10460 0.191
H -0.50108 -0.70425 1.96335 0.276
H 1.16802 -0.60387 1.51377 0.121
```

---

DFT (the ωB97M-V functional and the def2-TZVPD basis) results for a structure of composition CH2FLiOSm in a non-equilibrium geometry.

The total energy is -23925.2967 eV. Its HOMO-LUMO gap (alpha / beta) is 8.1 / 10.4 eV. The HOMO energy (alpha / beta) comes out at -17.748 / -19.877 eV. The strongest force on any atom comes out at 5.352 eV/A. As for the multiplicity: 7. As for the expectation value of S²: 12.01. As for the total charge: +2.

The geometry in XYZ format:
```
7
Properties=species:S:1:pos:R:3:lowdin_charge:R:1
C 0.78064 1.16369 -0.46492 -0.112
O 0.10778 -0.00863 0.55976 -0.629
Sm -0.19869 -1.63921 -0.93930 1.768
Li -1.32506 1.14423 1.03389 0.850
F -0.03543 2.25577 0.07591 -0.144
H 0.90146 1.56229 -1.48355 0.145
H 1.80658 1.20370 -0.07097 0.122
```

---

DFT (the ωB97M-V functional and the def2-TZVPD basis) results for a structure of composition CH2FLiOY in a non-equilibrium geometry.

The total energy is -7063.8953 eV. Its HOMO-LUMO gap (alpha / beta) is 6.6 / 10.0 eV. The HOMO energy (alpha / beta) comes out at -16.425 / -20.308 eV. The strongest force on any atom comes out at 3.913 eV/A. As for the multiplicity: 2. As for the expectation value of S²: 0.75. As for the total charge: +2.

The geometry in XYZ format:
```
7
Properties=species:S:1:pos:R:3:lowdin_charge:R:1
C 0.43302 0.47494 -0.00801 -0.207
O -0.57810 -0.48969 0.53122 -0.579
Y 0.28391 -2.34476 1.22303 1.790
Li -1.75408 -0.33196 -0.94477 0.825
F -0.35462 1.05965 -1.08848 -0.113
H 1.41283 0.40975 -0.50315 0.147
H 0.55705 1.22206 0.79015 0.138
```

---

DFT (the ωB97M-V functional and the def2-TZVPD basis) results for a structure of composition CH2FN4O2 in a non-equilibrium geometry.

The total energy is -13835.8706 eV. Its HOMO-LUMO gap (alpha / beta) is 7.0 / 7.0 eV. The HOMO energy (alpha / beta) comes out at -3.026 / -3.028 eV. The strongest force on any atom comes out at 6.327 eV/A. As for the total charge: -1.

The geometry in XYZ format:
```
10
Properties=species:S:1:pos:R:3:lowdin_charge:R:1
C -0.35556 0.37128 -0.34465 -0.346
N 0.89072 0.34319 -0.66781 0.076
N -1.52522 1.51325 -1.28647 -0.088
N -0.85803 -0.48598 0.50181 0.138
N 1.81124 -0.25827 0.00706 -0.419
O 1.55297 -0.92136 1.11323 -0.107
O 2.98395 -0.33955 -0.46767 -0.050
F -2.64391 1.25763 -0.52576 -0.341
H -0.05325 -1.02437 0.86395 0.056
H -1.80291 -0.45583 0.80631 0.081
```

---

DFT (the ωB97M-V functional and the def2-TZVPD basis) results for a cluster of 2 separate species, CH2FNO in total in a non-equilibrium geometry.

The total energy is -7319.2180 eV. Its HOMO-LUMO gap is 11.5 eV. The HOMO energy comes out at -11.704 eV. The strongest force on any atom comes out at 7.366 eV/A. As for the total charge: 0.

The geometry in XYZ format:
```
6
Properties=species:S:1:pos:R:3:lowdin_charge:R:1
C -0.01751 0.04639 -0.52438 -0.076
N -0.95432 0.37486 0.47934 0.118
O -0.67641 -1.02233 -0.00573 0.027
F 1.85107 -0.00791 0.11523 -0.354
H 0.19117 0.07760 -1.50101 0.103
H -0.39400 0.53138 1.43655 0.182
```

---

DFT (the ωB97M-V functional and the def2-TZVPD basis) results for a cluster of 2 separate species, CH2FNO2 in total in a non-equilibrium geometry.

The total energy is -9363.0896 eV. Its HOMO-LUMO gap (alpha / beta) is 8.1 / 8.1 eV. The HOMO energy (alpha / beta) comes out at -10.204 / -10.197 eV. The strongest force on any atom comes out at 2.579 eV/A. As for the total charge: 0.

The geometry in XYZ format:
```
7
Properties=species:S:1:pos:R:3:lowdin_charge:R:1
C 0.12386 0.32905 -0.27249 0.063
N 0.96736 1.19147 0.01189 -0.118
O 1.03102 2.31245 0.35521 0.154
O 2.57759 -0.05627 -0.61065 -0.108
F 2.55911 -0.84796 0.51546 -0.172
H 0.41171 -0.69216 -0.38023 0.088
H -0.79266 0.50928 0.17997 0.092
```

---

DFT (the ωB97M-V functional and the def2-TZVPD basis) results for a cluster of 3 separate species, CH2FNO2S in total in a non-equilibrium geometry.

The total energy is -20202.3524 eV. Its HOMO-LUMO gap (alpha / beta) is 8.3 / 8.3 eV. The HOMO energy (alpha / beta) comes out at -10.109 / -10.114 eV. The strongest force on any atom comes out at 3.398 eV/A. As for the total charge: 0.

The geometry in XYZ format:
```
8
Properties=species:S:1:pos:R:3:lowdin_charge:R:1
C 1.06519 -0.22937 0.70354 0.050
N 0.91610 0.01284 -0.43750 0.085
O -1.76788 1.69816 0.38411 -0.435
O -2.08569 -0.60203 -0.12804 -0.426
F 1.92622 -1.00198 -1.60321 -0.381
S -1.95389 0.37356 0.90649 0.853
H 1.76972 -0.78547 1.21003 0.065
H 0.13023 0.53428 -1.03542 0.190
```

---

DFT (the ωB97M-V functional and the def2-TZVPD basis) results for the molecule CH2FNOS in a non-equilibrium geometry.

As for the SMILES: O=C(F)NS. The total energy is -18159.5254 eV. Its HOMO-LUMO gap is 10.8 eV. The HOMO energy comes out at -10.341 eV. The strongest force on any atom comes out at 4.597 eV/A. As for the total charge: 0.

The geometry in XYZ format:
```
7
Properties=species:S:1:pos:R:3:lowdin_charge:R:1
O 1.48044 0.93522 -0.45460 0.140
C 0.97972 -0.02808 0.00083 -0.630
F 1.72778 -1.21027 0.21657 0.031
N -0.30309 -0.26938 0.24592 -0.370
S -1.53085 0.86877 0.31461 0.840
H -0.53785 -1.28471 0.59414 0.166
H -1.81615 0.98844 -0.91746 -0.176
```